No. 1
This record from the Open Molecules 2025 dataset describes a cluster of 2 separate species, C4H8N2P in total at a distorted geometry. The level of theory is ωB97M-V with the def2-TZVPD basis set.

Positions of all 15 atoms, in Å:
C 1.24 -1.58 0.85
C 2.22 -0.72 0.31
C -0.05 -1.02 0.93
C 1.71 0.46 -0.25
N 2.26 1.56 -0.64
N -2.76 0.43 -0.19
P -0.28 0.51 0.21
H 1.50 -2.54 1.23
H 3.35 -0.94 0.27
H -0.87 -1.44 1.51
H 3.29 1.59 -0.68
H 1.80 2.39 -0.83
H -3.24 -0.13 0.47
H -3.05 0.07 -1.09
H -3.21 1.32 -0.19

* energy above the lowest of the compared OMol25 structures with the same formula, charge and spin: 42.27 kcal per mole
* net charge: +1
* maximum force: 3.85 eV/A
* E_tot: -16537.814 eV


No. 2
This record from the Open Molecules 2025 dataset describes a structure of composition C26H27BCl2F7IrN2O5S. The level of theory is ωB97M-V with the def2-TZVPD basis set.

Positions of all 72 atoms, in Å:
Ir -1.42 -0.23 -1.15
C -1.21 1.03 5.75
C -0.55 -0.20 5.11
C 0.94 -0.19 5.46
C -1.18 -1.48 5.67
C -0.78 -0.16 3.60
C -2.07 -0.14 3.09
C -2.28 -0.13 1.73
N -1.27 -0.12 0.87
C 0.00 -0.12 1.33
C 0.27 -0.15 2.68
C 1.04 -0.11 0.27
C 2.40 -0.14 0.53
C 3.31 -0.18 -0.52
C 2.78 -0.21 -1.81
C 1.42 -0.18 -2.01
N 0.57 -0.11 -0.99
C 4.82 -0.22 -0.31
C 5.44 1.02 -0.97
C 5.38 -1.49 -0.97
C 5.19 -0.23 1.17
H -1.04 1.02 6.82
H -2.29 1.04 5.58
H -0.80 1.95 5.34
H 1.05 -0.20 6.55
H 1.44 0.71 5.09
H 1.46 -1.07 5.07
H -1.02 -1.53 6.75
H -0.73 -2.37 5.22
H -2.26 -1.51 5.48
H -2.93 -0.15 3.74
H -3.27 -0.10 1.29
H 1.29 -0.16 3.02
H 2.75 -0.14 1.55
H 3.43 -0.27 -2.68
H 0.97 -0.23 -2.99
H 5.23 1.05 -2.04
H 6.52 1.01 -0.84
H 5.05 1.94 -0.52
H 5.21 -1.50 -2.04
H 4.92 -2.39 -0.55
H 6.46 -1.54 -0.79
H 4.84 0.67 1.68
H 6.27 -0.26 1.27
H 4.79 -1.10 1.69
Cl -1.80 3.93 -7.16
C -1.70 2.70 -5.93
C -1.61 1.35 -6.33
C -1.53 0.36 -5.39
Cl -1.42 -1.29 -5.88
C -1.52 0.64 -3.99
O -1.41 -0.34 -3.18
C -1.60 2.02 -3.63
C -1.65 2.45 -2.29
O -1.55 1.77 -1.24
C -1.70 3.03 -4.62
H -1.61 1.10 -7.38
H -1.78 3.52 -2.11
H -1.79 4.07 -4.31
F -7.04 0.42 -1.37
C -6.01 -0.42 -1.43
F -6.01 -1.03 -2.61
F -6.16 -1.34 -0.47
S -4.46 0.53 -1.18
O -4.60 1.18 0.09
O -4.33 1.36 -2.35
O -3.48 -0.61 -1.13
F 0.07 -3.18 -2.47
B -1.08 -3.40 -1.74
F -1.03 -4.51 -0.95
F -2.23 -3.25 -2.46
F -1.07 -2.22 -0.71

* energy above the lowest of the compared OMol25 structures with the same formula, charge and spin: 1.58 kcal per mole
* net charge: 0
* maximum force: 0.47 eV/A
* E_tot: -99044.898 eV


No. 3
This record from the Open Molecules 2025 dataset describes an isolated molecule of C5H4 at a distorted geometry. The level of theory is ωB97M-V with the def2-TZVPD basis set.

Positions of all 9 atoms, in Å:
C -0.10 0.32 -1.20
C -0.10 0.88 0.23
C 0.79 -0.11 0.87
C -0.67 -0.41 0.99
C 0.15 -0.82 -0.22
H 0.86 0.54 -1.71
H -1.12 0.25 -1.60
H 1.79 -0.04 1.23
H -1.61 -0.60 1.41

* SMILES string: C1[C@]23[C@H]4[C@@H]2[C@@]143
* energy above the lowest of the compared OMol25 structures with the same formula, charge and spin: 75.90 kcal per mole
* net charge: 0
* maximum force: 3.93 eV/A
* E_tot: -5242.904 eV